1.
Density functional theory data (the ωB97M-V functional and the def2-TZVPD basis) for 8 unconnected molecules or ions with the total composition C30H79N6O12 in a non-equilibrium geometry.

Structure (ORCA input):
```
! wB97M-V def2-TZVPD RIJCOSX def2/J DEFGRID3
* xyz -1 1
N 0.161 -0.603 -0.015
O -0.699 0.179 -0.405
O 0.067 -1.791 -0.281
O 1.108 -0.177 0.577
C -3.508 2.678 4.139
C -2.592 1.648 3.466
C -3.125 0.897 2.208
O -1.439 2.278 3.036
H -2.975 3.355 4.807
H -4.365 2.266 4.672
H -3.939 3.385 3.431
H -2.364 0.826 4.144
H -2.516 0.161 1.683
H -3.264 1.583 1.373
H -4.058 0.404 2.479
H -0.789 2.250 3.741
C 4.365 1.528 -3.526
C 3.080 1.355 -2.707
C 2.337 0.103 -3.174
O 3.612 1.029 -1.441
H 4.950 0.621 -3.372
H 4.944 2.379 -3.165
H 4.108 1.644 -4.578
H 2.457 2.248 -2.665
H 1.738 0.416 -4.029
H 1.588 -0.307 -2.497
H 2.950 -0.772 -3.389
H 3.717 1.861 -0.974
C 2.495 5.134 -2.267
O 1.169 4.733 -2.123
C 0.507 4.713 -3.315
C -0.975 4.298 -3.099
N -0.924 2.981 -2.482
C -2.284 2.388 -2.513
C -3.388 3.176 -1.733
O -3.009 3.517 -0.386
C -4.050 4.168 0.362
H 3.153 4.455 -2.810
H 2.985 5.218 -1.297
H 2.576 6.115 -2.734
H 1.065 4.042 -3.968
H 0.399 5.629 -3.897
H -1.488 4.386 -4.057
H -1.482 5.006 -2.443
H -0.366 2.447 -3.133
H -2.288 1.347 -2.190
H -2.667 2.198 -3.516
H -4.344 2.653 -1.725
H -3.529 4.119 -2.261
H -4.214 5.221 0.131
H -3.921 4.106 1.443
H -5.006 3.684 0.165
C 0.110 -2.735 3.493
O 0.770 -1.714 4.212
C 0.542 -0.332 3.869
C 0.684 0.532 5.076
N 0.784 1.953 4.825
C 1.092 2.737 5.992
C -0.029 2.810 7.027
O 0.355 3.668 8.045
C -0.753 4.000 8.892
H 0.485 -3.740 3.685
H 0.113 -2.531 2.422
H -0.886 -2.798 3.931
H -0.374 -0.203 3.293
H 1.340 0.011 3.211
H 1.536 0.270 5.704
H -0.146 0.243 5.720
H 1.333 2.252 4.032
H 1.106 3.730 5.543
H 2.046 2.602 6.502
H -0.292 1.798 7.334
H -0.942 3.207 6.582
H -1.374 3.128 9.096
H -1.318 4.798 8.410
H -0.405 4.419 9.836
C 3.808 -4.440 4.047
C 4.021 -3.232 3.137
C 3.489 -3.523 1.708
O 3.952 -2.508 0.772
C 3.300 -2.690 -0.477
N 3.380 -2.061 3.719
H 2.793 -4.683 4.361
H 4.378 -4.264 4.960
H 4.293 -5.345 3.682
H 5.094 -3.120 2.981
H 2.407 -3.608 1.803
H 3.879 -4.480 1.361
H 3.919 -3.440 -0.970
H 3.216 -1.756 -1.031
H 2.254 -2.998 -0.442
H 3.569 -1.970 4.707
H 2.384 -2.226 3.745
C -3.478 -2.009 -4.689
C -3.010 -1.390 -3.391
C -3.101 -2.299 -2.102
O -4.441 -2.760 -1.893
C -5.318 -1.704 -1.389
N -1.610 -0.975 -3.539
H -2.966 -2.922 -4.992
H -3.429 -1.267 -5.486
H -4.530 -2.259 -4.550
H -3.468 -0.412 -3.243
H -2.605 -1.919 -1.208
H -2.513 -3.191 -2.318
H -6.375 -1.963 -1.457
H -5.169 -0.752 -1.899
H -5.168 -1.458 -0.337
H -1.116 -1.855 -3.575
H -1.243 -0.667 -2.650
C 1.786 -4.770 -3.204
C 1.126 -3.525 -3.700
C 0.628 -3.706 -5.123
O 1.662 -3.944 -6.090
C 1.275 -4.338 -7.425
N 0.009 -3.165 -2.809
H 2.210 -4.685 -2.203
H 2.620 -5.109 -3.819
H 1.082 -5.601 -3.183
H 1.884 -2.744 -3.641
H 0.037 -2.837 -5.414
H 0.000 -4.595 -5.182
H 2.223 -4.355 -7.964
H 0.627 -3.652 -7.970
H 0.866 -5.348 -7.421
H -0.639 -3.935 -2.723
H 0.270 -2.828 -1.893
*
```

Values from the calculation:
Total energy (hartree): -2421.5272
LUMO level (eV): 2.421
E_HOMO (eV): -5.081


2.
Density functional theory data (the ωB97M-V functional and the def2-TZVPD basis) for 2 unconnected molecules or ions with the total composition C2H10N4 in a non-equilibrium geometry.

Structure (ORCA input):
```
! wB97M-V def2-TZVPD RIJCOSX def2/J DEFGRID3
* xyz 0 1
H 1.217 1.307 -2.813
N 1.073 0.393 -2.390
C 1.898 0.243 -1.415
N 1.591 -0.402 -0.268
H 2.901 0.689 -1.448
H 2.364 -0.897 0.151
H 0.671 -0.784 -0.070
N -0.885 -1.214 1.239
C -1.697 -0.184 0.536
N -1.233 1.159 0.780
H -1.446 -1.996 1.557
H -0.603 -0.695 2.065
H -1.596 -0.301 -0.545
H -2.756 -0.214 0.770
H -0.916 1.330 1.725
H -0.583 1.564 0.126
*
```

Values from the calculation:
Total energy (hartree): -301.1922
LUMO level (eV): 1.059
E_HOMO (eV): -8.822


3.
Density functional theory data (the ωB97M-V functional and the def2-TZVPD basis) for C11H16N6 in the gas phase in a non-equilibrium geometry.

Structure (ORCA input):
```
! wB97M-V def2-TZVPD RIJCOSX def2/J DEFGRID3
* xyz 0 1
C -3.952 -2.172 0.673
C -4.299 -0.850 -0.003
C -3.340 0.283 0.357
C -1.938 0.064 -0.203
N -1.103 1.200 0.079
N -1.433 2.206 0.916
N -0.482 3.032 0.917
N 0.511 2.654 0.118
C 0.132 1.506 -0.411
N 0.782 0.778 -1.352
C 2.189 1.074 -1.589
C 3.075 0.409 -0.569
C 3.634 -0.842 -0.799
C 4.395 -1.435 0.195
C 4.558 -0.750 1.390
N 4.026 0.437 1.623
C 3.307 1.002 0.671
H -4.722 -2.912 0.467
H -3.884 -2.040 1.750
H -3.005 -2.566 0.313
H -5.304 -0.553 0.303
H -4.313 -0.987 -1.087
H -3.276 0.389 1.440
H -3.723 1.225 -0.041
H -1.482 -0.828 0.244
H -1.982 -0.070 -1.291
H 0.544 -0.204 -1.381
H 2.292 2.159 -1.534
H 2.433 0.728 -2.597
H 3.482 -1.341 -1.747
H 4.848 -2.403 0.046
H 5.141 -1.169 2.200
H 2.887 1.972 0.901
*
```

Values from the calculation:
Total energy (hartree): -757.2630
LUMO level (eV): 0.443
E_HOMO (eV): -9.022


4.
Density functional theory data (the ωB97M-V functional and the def2-TZVPD basis) for a molecular structure, C43H52N3O4P2PdSbSe2Si3 in a non-equilibrium geometry.

Structure (ORCA input):
```
! wB97M-V def2-TZVPD RIJCOSX def2/J DEFGRID3
* xyz 0 3
Pd 0.458 -0.638 0.950
Se -4.681 -2.200 5.337
P -3.381 -0.551 5.367
C -2.629 -0.317 6.994
C -2.705 0.887 7.678
C -2.072 1.030 8.907
C -1.351 -0.022 9.444
C -1.271 -1.229 8.759
C -1.910 -1.377 7.542
C -4.191 1.001 4.903
C -5.375 1.348 5.555
C -6.044 2.509 5.213
C -5.549 3.322 4.199
C -4.387 2.970 3.531
C -3.702 1.816 3.885
C -1.948 -0.596 4.268
C -1.502 -1.370 3.206
N -0.263 -0.921 2.931
N 0.065 0.020 3.794
N -0.931 0.227 4.614
P -2.291 -2.453 2.033
Se -1.199 -2.394 0.124
C -2.199 -4.136 2.667
C -2.055 -4.348 4.034
C -2.008 -5.642 4.534
C -2.106 -6.722 3.671
C -2.248 -6.512 2.305
C -2.290 -5.223 1.802
C -3.994 -1.977 1.823
C -4.273 -0.626 1.620
C -5.591 -0.225 1.493
C -6.614 -1.161 1.549
C -6.326 -2.508 1.728
C -5.013 -2.920 1.871
H -3.248 1.722 7.256
H -2.137 1.972 9.435
H -0.849 0.095 10.396
H -0.710 -2.055 9.177
H -1.866 -2.326 7.020
H -5.781 0.690 6.316
H -6.960 2.774 5.725
H -6.079 4.225 3.923
H -4.008 3.583 2.724
H -2.800 1.554 3.350
H -1.989 -3.508 4.712
H -1.902 -5.798 5.599
H -2.073 -7.730 4.063
H -2.318 -7.354 1.631
H -2.382 -5.066 0.733
H -3.472 0.101 1.553
H -5.810 0.824 1.342
H -7.644 -0.841 1.456
H -7.125 -3.234 1.782
H -4.794 -3.967 2.048
O -2.650 2.296 0.422
C -1.612 1.660 0.283
O -1.327 0.605 0.965
C -0.563 2.153 -0.695
C -0.579 3.472 -1.123
C 0.439 3.991 -1.930
C 1.461 3.139 -2.270
O 2.557 3.402 -3.051
C 3.320 2.199 -3.080
O 2.602 1.193 -2.355
C 1.487 1.822 -1.858
C 0.475 1.305 -1.095
H -1.403 4.092 -0.798
H 0.427 5.016 -2.273
H 4.285 2.366 -2.593
H 3.445 1.873 -4.114
H 0.413 0.238 -0.901
C 4.481 -4.167 2.852
Si 2.953 -3.088 2.701
C 2.908 -1.910 4.146
C 1.457 -4.201 2.621
Sb 2.862 -1.597 0.606
Si 3.190 -3.228 -1.319
C 4.332 -4.614 -0.829
C 1.516 -3.909 -1.744
C 3.895 -2.276 -2.758
Si 4.965 -0.177 0.922
C 5.739 0.154 -0.747
C 6.202 -1.103 1.965
C 4.386 1.375 1.760
H 4.219 -5.050 3.439
H 5.282 -3.647 3.376
H 4.874 -4.513 1.900
H 2.539 -2.432 5.033
H 2.251 -1.054 3.987
H 3.913 -1.547 4.366
H 1.080 -4.395 3.628
H 1.727 -5.158 2.170
H 0.636 -3.776 2.037
H 3.906 -5.196 -0.011
H 5.315 -4.257 -0.522
H 4.467 -5.285 -1.680
H 1.042 -4.378 -0.881
H 1.624 -4.659 -2.532
H 0.843 -3.130 -2.107
H 4.940 -2.017 -2.590
H 3.338 -1.352 -2.919
H 3.837 -2.875 -3.670
H 6.383 -0.682 -1.025
H 6.359 1.052 -0.708
H 4.992 0.279 -1.530
H 6.317 -2.134 1.631
H 5.925 -1.116 3.019
H 7.175 -0.613 1.878
H 3.646 1.904 1.156
H 5.225 2.049 1.948
H 3.918 1.136 2.717
*
```

Values from the calculation:
Total energy (hartree): -8857.2906
LUMO level (spin up / spin down) (eV): 0.320 / -1.807
E_HOMO (spin up / spin down) (eV): -7.633 / -7.638
<S²>: 2.01


- Look up the total energy of the fourth one.
  -8857.2906 hartree


- total energy of number 1 (C30H79N6O12)?
  -2421.5272 hartree


What did the second record say?
Density functional theory data (the ωB97M-V functional and the def2-TZVPD basis) for 2 unconnected molecules or ions with the total composition C2H10N4 in a non-equilibrium geometry.

Structure (ORCA input):
```
! wB97M-V def2-TZVPD RIJCOSX def2/J DEFGRID3
* xyz 0 1
H 1.217 1.307 -2.813
N 1.073 0.393 -2.390
C 1.898 0.243 -1.415
N 1.591 -0.402 -0.268
H 2.901 0.689 -1.448
H 2.364 -0.897 0.151
H 0.671 -0.784 -0.070
N -0.885 -1.214 1.239
C -1.697 -0.184 0.536
N -1.233 1.159 0.780
H -1.446 -1.996 1.557
H -0.603 -0.695 2.065
H -1.596 -0.301 -0.545
H -2.756 -0.214 0.770
H -0.916 1.330 1.725
H -0.583 1.564 0.126
*
```

Values from the calculation:
Total energy (hartree): -301.1922
LUMO level (eV): 1.059
E_HOMO (eV): -8.822